Entry 1:
The following is a DFT calculation (ωB97M-V/def2-TZVPD) of a cluster of 6 separate species, C26H34F16N2O6 in total in a non-equilibrium geometry.

ORCA input file:
```
! wB97M-V def2-TZVPD RIJCOSX def2/J DEFGRID3
* xyz 0 1
F -1.77 -4.06 -0.91
C -2.37 -5.27 -0.82
F -3.51 -5.15 -0.12
C -2.63 -5.82 -2.22
F -1.47 -5.84 -2.89
F -3.50 -5.00 -2.90
C -3.27 -7.19 -2.21
O -2.48 -8.03 -1.35
C -2.54 -9.36 -1.60
F -3.78 -9.84 -1.46
F -2.15 -9.62 -2.89
C -1.53 -10.03 -0.66
F -2.09 -10.10 0.57
F -1.28 -11.29 -1.10
H -1.68 -5.96 -0.32
H -3.30 -7.60 -3.22
H -4.28 -7.13 -1.79
H -0.59 -9.48 -0.62
F -0.40 2.09 0.08
C 0.73 2.61 -0.43
F 1.65 2.75 0.55
C 1.27 1.72 -1.55
F 2.31 2.40 -2.11
F 0.31 1.60 -2.49
C 1.78 0.35 -1.17
O 0.76 -0.33 -0.45
C 1.05 -1.60 -0.09
F 0.91 -2.42 -1.18
F 2.30 -1.76 0.35
C -0.01 -2.01 0.93
F 0.27 -3.21 1.49
F -0.06 -1.09 1.93
H 0.49 3.59 -0.87
H 2.72 0.39 -0.60
H 2.00 -0.17 -2.11
H -0.98 -2.06 0.43
O 2.66 9.01 -1.77
C 2.89 7.87 -2.08
C 3.61 7.38 -3.32
C 3.59 5.86 -3.19
C 3.14 5.61 -1.74
O 2.47 6.82 -1.33
H 2.99 7.73 -4.15
H 4.59 7.82 -3.41
H 2.95 5.33 -3.89
H 4.57 5.40 -3.37
H 2.38 4.83 -1.73
H 3.93 5.36 -1.03
O 0.49 5.17 -3.73
C -0.23 5.84 -3.05
C -0.44 7.35 -3.11
C -1.24 7.65 -1.84
C -1.78 6.27 -1.40
O -1.00 5.29 -2.09
H 0.54 7.82 -3.06
H -0.95 7.58 -4.05
H -0.52 8.01 -1.10
H -2.00 8.41 -1.94
H -1.62 6.11 -0.33
H -2.84 6.18 -1.63
C 1.75 2.33 4.13
C 3.10 1.91 4.70
C 3.59 0.60 4.09
C 3.95 0.74 2.68
N 4.19 0.84 1.56
H 1.34 3.20 4.65
H 1.03 1.52 4.23
H 1.85 2.62 3.09
H 3.00 1.73 5.78
H 3.81 2.73 4.59
H 2.79 -0.14 4.12
H 4.42 0.13 4.62
C -3.71 -2.32 3.81
C -2.99 -3.46 3.14
C -2.69 -4.60 4.11
C -2.07 -5.74 3.44
N -1.55 -6.61 2.88
H -3.11 -1.84 4.59
H -4.59 -2.64 4.36
H -4.00 -1.53 3.11
H -2.04 -3.14 2.70
H -3.53 -3.85 2.27
H -3.60 -4.98 4.58
H -2.02 -4.27 4.90
*
```

* E: -86259.4481 eV
* structure (SMILES): FC(F)C(F)(F)COC(F)(F)C(F)F.FC(F)C(F)(F)COC(F)(F)C(F)F.O=C1CCCO1.O=C1CCCO1.CCCC#N.CCCC#N
* Kohn-Sham gap: 10.8952 eV

Entry 2:
The following is a DFT calculation (ωB97M-V/def2-TZVPD) of a structure of composition C26H34F5N11O3V in a non-equilibrium geometry.

ORCA input file:
```
! wB97M-V def2-TZVPD RIJCOSX def2/J DEFGRID3
* xyz 0 2
V -0.03 -0.53 -1.26
N 0.77 -1.30 0.63
C 2.20 -1.62 0.56
C 2.86 -0.65 -0.39
N 2.22 -0.68 -1.73
C 2.52 0.58 -2.44
C 2.00 1.80 -1.67
N 0.79 1.47 -0.91
C 2.74 -1.86 -2.46
C 2.50 -1.91 -3.96
N 1.10 -1.73 -4.34
H 0.26 -2.13 0.91
H 0.67 -0.62 1.40
H 2.66 -1.51 1.55
H 2.33 -2.65 0.23
H 2.77 0.34 0.03
H 3.94 -0.86 -0.49
H 3.60 0.68 -2.62
H 2.03 0.52 -3.41
H 2.78 2.20 -1.01
H 1.79 2.59 -2.39
H 0.94 1.51 0.11
H 0.08 2.19 -1.01
H 3.82 -1.92 -2.32
H 2.30 -2.74 -2.00
H 3.09 -1.14 -4.47
H 2.91 -2.87 -4.29
H 0.95 -2.07 -5.28
H 0.49 -2.27 -3.72
N -1.78 1.66 -4.55
C -0.77 0.85 -4.20
N -0.93 0.51 -2.94
C -2.06 1.17 -2.57
N -2.60 1.89 -3.52
C -2.56 0.97 -1.21
C -3.69 1.59 -0.70
N -4.12 1.36 0.53
C -3.41 0.50 1.24
C -2.28 -0.13 0.73
N -1.83 0.11 -0.50
H -1.97 2.08 -5.45
H 0.00 0.49 -4.85
H -4.24 2.30 -1.31
H -3.74 0.29 2.25
H -1.72 -0.83 1.34
C 1.96 3.53 4.22
C 1.28 2.44 5.05
C 0.06 1.79 4.36
C -0.53 0.71 5.28
C -1.74 0.01 4.67
C -0.99 2.86 4.17
O -1.53 3.43 5.10
N -1.30 3.18 2.87
C -0.70 2.64 1.72
O -1.05 3.10 0.64
N 0.21 1.66 1.85
C 0.54 1.15 3.06
O 1.28 0.16 3.14
H 2.81 3.95 4.76
H 1.27 4.35 4.01
H 2.32 3.14 3.27
H 0.94 2.85 6.00
H 1.99 1.64 5.26
H -0.80 1.18 6.22
H 0.26 -0.02 5.47
H -2.55 0.72 4.48
H -2.13 -0.75 5.35
H -1.48 -0.48 3.73
H -1.98 3.91 2.72
F 0.79 -3.88 -0.74
C -0.35 -3.81 -1.49
C -0.86 -2.57 -1.83
C -2.04 -2.68 -2.56
F -2.72 -1.57 -2.97
C -2.64 -3.87 -2.93
F -3.78 -3.88 -3.64
C -2.06 -5.07 -2.56
F -2.62 -6.23 -2.90
C -0.90 -5.04 -1.82
F -0.32 -6.18 -1.44
*
```

* E: -89324.8671 eV
* Kohn-Sham gap (spin up / spin down): 7.7512 / 5.7181 eV

Entry 3:
The following is a DFT calculation (ωB97M-V/def2-TZVPD) of a structure of composition C26H34KN4OS in a non-equilibrium geometry.

ORCA input file:
```
! wB97M-V def2-TZVPD RIJCOSX def2/J DEFGRID3
* xyz -1 1
K 0.08 1.65 -0.67
N 1.52 3.54 -1.76
C 2.07 4.54 -1.91
C 2.77 5.75 -2.08
C 4.17 5.65 -2.32
N 5.30 5.54 -2.49
C 2.07 6.98 -2.14
N 1.50 7.98 -2.18
C 2.76 1.06 -5.33
C 1.34 1.28 -4.82
S 0.94 0.27 -3.41
O -0.42 0.74 -2.95
C 0.69 -1.35 -4.13
C -0.56 -1.47 -4.98
H 2.97 1.77 -6.13
H 2.91 0.06 -5.73
H 3.49 1.23 -4.54
H 0.57 1.13 -5.58
H 1.22 2.28 -4.41
H 0.65 -2.02 -3.27
H 1.61 -1.58 -4.68
H -1.43 -1.08 -4.44
H -0.74 -2.52 -5.22
H -0.48 -0.92 -5.92
C -1.23 0.48 6.10
C -0.75 1.04 4.79
C -0.29 2.34 4.72
C 0.17 2.85 3.50
C 0.68 4.26 3.40
C 0.15 2.04 2.38
C -0.32 0.68 2.38
C -0.77 0.23 3.66
N -0.29 0.01 1.21
C -0.73 -1.36 1.08
C 0.11 -2.38 1.90
C -0.33 -3.82 1.62
C -1.81 -3.98 1.97
C -2.65 -3.03 1.11
C -2.43 -3.36 -0.37
C -0.95 -3.18 -0.71
C -0.12 -4.14 0.14
C -0.53 -1.74 -0.40
C -2.23 -1.59 1.38
H -1.15 1.21 6.90
H -0.66 -0.41 6.39
H -2.28 0.17 6.04
H -0.27 2.96 5.61
H 0.65 4.76 4.37
H 0.10 4.86 2.70
H 1.72 4.29 3.05
H 0.53 2.47 1.46
H -1.13 -0.78 3.77
H 0.04 -2.16 2.96
H 1.16 -2.23 1.62
H 0.27 -4.50 2.23
H -1.97 -3.76 3.03
H -2.13 -5.02 1.81
H -3.71 -3.16 1.35
H -3.04 -2.70 -0.99
H -2.74 -4.39 -0.59
H -0.79 -3.39 -1.77
H 0.95 -4.05 -0.11
H -0.40 -5.18 -0.07
H -1.10 -1.04 -1.03
H 0.53 -1.58 -0.64
H -2.47 -1.32 2.41
H -2.80 -0.90 0.74
*
```

* E: -62684.3785 eV
* Kohn-Sham gap: 5.4396 eV

Entry 4:
The following is a DFT calculation (ωB97M-V/def2-TZVPD) of a structure of composition C26H34NO5PPtSeTe in a non-equilibrium geometry.

ORCA input file:
```
! wB97M-V def2-TZVPD RIJCOSX def2/J DEFGRID3
* xyz -2 1
Pt 0.09 -0.40 -0.05
C -4.34 4.09 6.72
C -3.67 3.46 5.53
C -3.31 4.21 4.41
C -2.74 3.62 3.28
C -2.36 4.49 2.12
C -2.54 2.22 3.24
Se -2.01 1.39 1.59
C -2.82 1.47 4.40
C -2.54 0.00 4.45
C -3.39 2.10 5.50
H -4.41 5.17 6.59
H -3.78 3.90 7.64
H -5.35 3.69 6.86
H -3.49 5.28 4.42
H -2.45 5.55 2.37
H -2.99 4.26 1.25
H -1.33 4.27 1.82
H -1.65 -0.23 3.86
H -3.37 -0.56 4.01
H -2.39 -0.33 5.48
H -3.63 1.50 6.38
C 1.56 -1.35 -4.73
C 0.04 -1.35 -4.71
O -0.46 -1.94 -3.52
P -1.29 -1.13 -2.39
O -1.38 -1.97 -1.17
Te -0.64 1.15 -2.21
O -2.81 -1.19 -3.03
C -3.14 -0.49 -4.21
C -4.64 -0.24 -4.25
H 1.92 -1.28 -5.76
H 1.94 -2.25 -4.26
H 1.94 -0.51 -4.15
H -0.37 -1.93 -5.55
H -0.33 -0.32 -4.80
H -2.84 -1.08 -5.09
H -2.61 0.46 -4.23
H -5.18 -1.14 -3.96
H -4.94 0.05 -5.26
H -4.91 0.56 -3.56
C 4.19 -0.10 -1.28
C 3.19 -1.18 -1.74
O 3.67 -2.22 -2.24
O 1.97 -0.90 -1.58
H 5.15 -0.23 -1.78
H 4.34 -0.20 -0.20
H 3.79 0.89 -1.48
C 3.71 1.89 1.98
C 2.90 2.51 1.05
C 1.68 1.95 0.72
N 1.22 0.81 1.26
C 1.99 0.24 2.20
C 3.23 0.73 2.56
H 4.67 2.31 2.27
H 3.19 3.46 0.60
H 1.01 2.45 0.03
H 1.56 -0.61 2.70
H 3.81 0.21 3.32
C 0.37 -4.34 2.71
C 1.42 -3.99 1.88
C 1.34 -2.83 1.11
C 0.22 -2.01 1.17
C -0.84 -2.39 1.98
C -0.77 -3.54 2.76
H 0.42 -5.24 3.32
H 2.30 -4.61 1.82
H 2.17 -2.57 0.46
H -1.74 -1.79 2.01
H -1.60 -3.82 3.40
*
```

* E: -124419.2668 eV
* Kohn-Sham gap: 4.8419 eV